(1)
# C26H27CaClN4O8S3

A structure of composition C26H27CaClN4O8S3 (ωB97M-V with the def2-TZVPD basis set, the OMol25 dataset).

XYZ file:
```
70
C26H27CaClN4O8S3 | the OMol25 dataset | ωB97M-V with the def2-TZVPD basis set
Ca 1.170 -0.650 0.808
N 6.708 0.262 2.880
C 5.435 -0.250 3.043
C 5.118 -1.525 2.569
C 3.831 -2.010 2.673
C 2.834 -1.229 3.252
C 3.144 0.038 3.740
C 4.430 0.524 3.632
S 1.205 -1.914 3.386
O 1.077 -2.720 2.160
O 1.041 -2.582 4.641
N 0.367 -0.563 3.145
C -0.984 -0.557 3.307
N -1.593 0.627 3.065
C -2.899 0.675 3.283
C -3.650 -0.412 3.698
C -2.940 -1.594 3.854
N -1.637 -1.683 3.657
H 7.445 -0.400 2.712
H 6.970 1.026 3.478
H 5.882 -2.125 2.091
H 3.583 -2.986 2.279
H 2.364 0.643 4.183
H 4.663 1.520 3.990
H -3.374 1.637 3.100
H -4.713 -0.345 3.878
H -3.439 -2.514 4.142
O 2.132 -0.278 -1.781
Cl 3.308 -0.694 -1.030
O 4.487 -0.645 -1.813
O 3.039 -2.021 -0.514
O 3.387 0.191 0.129
O -0.677 -1.450 -0.272
S -1.896 -2.271 -0.572
C -3.287 -1.111 -0.487
C -3.308 0.036 -1.492
C -2.159 1.045 -1.398
C -2.204 1.849 -0.108
S -0.627 2.617 0.343
O 0.384 1.514 0.311
C -0.348 3.505 -1.186
C 0.580 3.008 -2.086
C 0.786 3.695 -3.276
C 0.074 4.855 -3.547
C -0.843 5.347 -2.626
C -1.052 4.675 -1.432
C -1.851 -2.532 -2.337
C -0.802 -2.000 -3.068
C -0.769 -2.218 -4.440
C -1.770 -2.957 -5.055
C -2.806 -3.498 -4.303
C -2.846 -3.295 -2.933
H -3.254 -0.776 0.555
H -4.177 -1.735 -0.592
H -4.261 0.560 -1.358
H -3.331 -0.380 -2.501
H -2.221 1.723 -2.251
H -1.201 0.529 -1.467
H -2.417 1.229 0.762
H -2.937 2.659 -0.138
H 1.130 2.105 -1.852
H 1.509 3.320 -3.988
H 0.242 5.385 -4.475
H -1.385 6.260 -2.834
H -1.750 5.062 -0.699
H -0.017 -1.443 -2.571
H 0.047 -1.814 -5.023
H -1.737 -3.125 -6.123
H -3.575 -4.088 -4.782
H -3.638 -3.731 -2.336
```

Results
Total energy, eV: -113203.5783
Orbital gap, eV: 8.22
E_LUMO, eV: 0.19
Charge: 0
Energy above the lowest of the compared OMol25 structures with the same formula, charge and spin, kcal per mole: 0.0

(2)
# C26H27CoN4O4

A structure of composition C26H27CoN4O4 (ωB97M-V with the def2-TZVPD basis set, the OMol25 dataset).

XYZ file:
```
62
C26H27CoN4O4 | the OMol25 dataset | ωB97M-V with the def2-TZVPD basis set
Co 1.141 1.101 -0.579
C 3.691 2.806 2.490
O 2.328 3.232 2.579
C 1.682 2.703 1.571
N 2.357 1.952 0.760
C 3.697 1.800 1.304
C 3.944 0.368 1.738
C 2.900 -0.482 2.097
C 3.170 -1.773 2.527
C 4.476 -2.226 2.602
C 5.516 -1.383 2.246
C 5.251 -0.097 1.807
C 0.236 2.835 1.425
C -0.486 3.814 2.074
C -1.888 3.787 1.967
C -2.474 2.761 1.285
C -1.676 1.755 0.658
N -0.313 1.853 0.677
C -2.313 0.618 0.147
N -1.767 -0.453 -0.525
C -2.652 -1.594 -0.181
C -3.990 -0.870 0.016
O -3.602 0.411 0.490
C -2.678 -2.787 -1.092
C -3.883 -3.438 -1.351
C -3.919 -4.534 -2.195
C -2.756 -4.991 -2.804
C -1.544 -4.390 -2.495
C -1.496 -3.314 -1.627
H 3.983 2.349 3.439
H 4.312 3.686 2.307
H 4.443 2.075 0.555
H 1.873 -0.135 2.074
H 2.357 -2.422 2.813
H 4.680 -3.226 2.947
H 6.534 -1.729 2.300
H 6.061 0.555 1.522
H 0.022 4.565 2.653
H -2.483 4.550 2.442
H -3.546 2.664 1.218
H -2.298 -1.943 0.803
H -4.647 -1.328 0.751
H -4.530 -0.749 -0.930
H -4.798 -3.101 -0.893
H -4.854 -5.038 -2.374
H -2.792 -5.809 -3.507
H -0.627 -4.763 -2.923
H -0.539 -2.896 -1.344
N -1.311 3.252 -3.085
C -0.817 2.137 -2.566
O 0.334 2.098 -2.108
C -1.725 0.925 -2.644
C -1.217 -0.293 -1.865
H -0.747 4.089 -3.133
H -2.227 3.286 -3.505
H -1.785 0.666 -3.706
H -2.726 1.202 -2.312
H -0.113 -0.244 -1.783
H -1.466 -1.199 -2.420
O 2.207 -0.780 -0.855
H 2.958 -0.746 -1.460
H 2.529 -1.165 -0.024
```

Results
Total energy, eV: -79164.5970
Orbital gap (alpha / beta), eV: 6.55 / 7.16
E_LUMO (alpha / beta), eV: -5.99 / -6.81
<S²>: 6.023
Charge: +2
Energy above the lowest of the compared OMol25 structures with the same formula, charge and spin, kcal per mole: 5.0
Spin multiplicity: 5

(3)
# C26H27HfN12O2S3

A structure of composition C26H27HfN12O2S3 (ωB97M-V with the def2-TZVPD basis set, the OMol25 dataset).

XYZ file:
```
71
C26H27HfN12O2S3 | the OMol25 dataset | ωB97M-V with the def2-TZVPD basis set
Hf -0.048 0.080 0.032
O -4.171 -1.169 -0.290
C -3.172 -0.561 -0.017
N -1.935 -1.091 0.370
C -1.947 -2.349 0.929
O -2.899 -3.032 1.224
C -0.565 -2.842 1.281
C -0.417 -4.099 1.842
C 0.848 -4.517 2.209
C 1.918 -3.654 2.013
C 1.686 -2.419 1.441
N 0.463 -2.015 1.068
C -3.167 0.946 -0.032
C -4.359 1.634 -0.159
C -4.330 3.018 -0.141
C -3.108 3.655 0.002
C -1.960 2.890 0.107
N -1.984 1.555 0.093
H -1.303 -4.703 1.978
H 1.001 -5.494 2.648
H 2.924 -3.928 2.296
H 2.495 -1.728 1.259
H -5.271 1.066 -0.276
H -5.243 3.590 -0.243
H -3.031 4.733 0.012
H -0.984 3.352 0.167
S 0.995 2.099 -1.190
C 0.696 1.848 -2.909
C 1.379 2.654 -3.814
C 1.236 2.476 -5.183
C 1.966 3.325 -6.082
N 2.546 4.010 -6.798
C 0.391 1.470 -5.663
C -0.300 0.672 -4.762
C -0.157 0.844 -3.389
S -1.112 -0.170 -2.312
C 0.234 1.242 -7.072
N 0.113 1.033 -8.195
H 2.038 3.429 -3.449
H -0.962 -0.096 -5.137
C -2.150 1.251 4.408
N -0.729 1.572 4.331
C -0.069 2.134 5.505
C -0.059 1.275 3.201
N -0.548 0.585 2.221
N 1.223 1.793 3.118
C 2.144 1.522 2.129
N 3.333 2.151 2.287
N 1.893 0.711 1.160
H -2.579 1.778 5.255
H -2.320 0.180 4.543
H -2.667 1.590 3.509
H -0.696 1.956 6.373
H 0.080 3.214 5.418
H 0.885 1.641 5.693
H -1.474 0.236 2.431
H 1.471 2.499 3.789
H 3.470 2.842 3.004
H 3.958 2.194 1.500
H 2.688 0.647 0.530
C 2.648 -4.807 -2.478
N 2.782 -3.454 -1.964
C 1.780 -2.583 -1.872
N 0.544 -2.986 -2.148
S 2.112 -0.955 -1.436
H 3.631 -5.269 -2.498
H 2.251 -4.804 -3.495
H 2.004 -5.409 -1.834
H 3.697 -3.089 -1.759
H 0.360 -3.910 -2.506
H -0.166 -2.260 -2.276
```

Results
Total energy, eV: -83191.4118
Orbital gap, eV: 6.79
E_LUMO, eV: -3.03
Charge: +1
Energy above the lowest of the compared OMol25 structures with the same formula, charge and spin, kcal per mole: 0.0

(4)
# C26H27IN8O5STi

A structure of composition C26H27IN8O5STi (ωB97M-V with the def2-TZVPD basis set, the OMol25 dataset).

XYZ file:
```
69
C26H27IN8O5STi | the OMol25 dataset | ωB97M-V with the def2-TZVPD basis set
Ti 0.737 -0.068 -0.482
C 3.289 -0.608 1.188
N 1.864 -0.996 1.343
C 1.307 -0.560 2.649
C 0.427 0.656 2.559
C -0.137 1.213 3.702
C -0.877 2.372 3.582
C -1.035 2.948 2.326
C -0.478 2.314 1.239
N 0.236 1.182 1.354
C 1.794 -2.475 1.258
C 0.409 -2.904 0.895
C -0.093 -4.144 1.258
C -1.353 -4.511 0.817
C -2.072 -3.617 0.039
C -1.508 -2.394 -0.263
N -0.283 -2.036 0.147
C 3.445 0.798 0.706
C 4.576 1.534 1.022
C 4.695 2.829 0.555
C 3.655 3.362 -0.191
C 2.564 2.567 -0.472
N 2.465 1.289 -0.066
H 3.745 -1.274 0.453
H 3.821 -0.740 2.134
H 2.129 -0.351 3.340
H 0.736 -1.381 3.088
H 0.023 0.747 4.665
H -1.322 2.829 4.456
H -1.596 3.861 2.190
H -0.605 2.704 0.237
H 2.112 -2.929 2.201
H 2.481 -2.810 0.482
H 0.500 -4.804 1.875
H -1.768 -5.473 1.083
H -3.064 -3.852 -0.319
H -2.053 -1.668 -0.842
H 5.346 1.089 1.638
H 5.571 3.420 0.785
H 3.677 4.380 -0.553
H 1.733 2.968 -1.035
N -0.444 -1.440 -3.189
N -0.224 -0.577 -4.256
C 0.429 0.568 -4.132
N 0.604 1.286 -5.243
S 1.106 1.243 -2.711
H 0.051 -2.308 -3.364
H -1.442 -1.608 -3.123
H -0.515 -0.868 -5.180
H 0.243 0.998 -6.138
H 1.102 2.158 -5.193
I -7.255 1.045 2.266
C -5.562 0.936 1.077
C -4.376 0.434 1.606
C -3.245 0.367 0.813
C -3.292 0.796 -0.513
C -4.488 1.287 -1.040
C -5.619 1.362 -0.247
C -2.117 0.748 -1.416
O -2.120 0.953 -2.594
O -0.952 0.368 -0.781
H -4.345 0.095 2.632
H -2.330 -0.028 1.227
H -4.518 1.613 -2.070
H -6.541 1.750 -0.656
O 3.834 -1.982 -1.883
N 2.735 -1.677 -2.266
O 2.297 -1.714 -3.382
O 1.890 -1.271 -1.284
```

Results
Total energy, eV: -91597.3453
Orbital gap, eV: 6.68
E_LUMO, eV: -6.44
Charge: +2
Energy above the lowest of the compared OMol25 structures with the same formula, charge and spin, kcal per mole: 5.4